# 1
Molecular formula: C31H27ClOP
Method: DFT, ωB97M-V with the def2-TZVPD basis set

- LUMO energy: -5.49 eV
- E_tot: -2073.9710 Ha
- Orbital gap: 4.21 eV
- HOMO energy: -9.704 eV
- Largest force on an atom: 1.98 eV/A
- Net charge: +1

Geometry (Å):
Cl (2.206, -2.894, 7.388)
C (2.237, -1.793, 6.079)
C (3.268, -1.861, 5.131)
C (3.250, -1.014, 4.024)
C (2.215, -0.058, 3.833)
C (2.271, 0.863, 2.739)
C (1.427, 2.110, 2.656)
C (2.158, 3.016, 1.614)
C (3.436, 2.261, 1.337)
C (3.415, 1.012, 1.927)
C (1.251, 0.067, 4.869)
C (1.269, -0.778, 5.973)
H (4.101, -2.537, 5.280)
H (4.070, -1.054, 3.311)
H (0.363, 1.969, 2.449)
H (1.489, 2.626, 3.630)
H (1.569, 3.226, 0.706)
H (2.356, 3.978, 2.104)
H (4.250, 2.699, 0.764)
H (4.161, 0.216, 1.841)
H (0.508, 0.865, 4.796)
H (0.567, -0.638, 6.779)
C (-2.739, -3.762, -4.135)
C (-3.502, -2.625, -3.874)
C (-3.045, -1.638, -3.006)
C (-1.794, -1.794, -2.384)
P (-1.123, -0.503, -1.300)
C (0.345, 0.142, -2.110)
C (1.349, 0.717, -1.320)
C (2.501, 1.193, -1.935)
C (2.654, 1.139, -3.319)
C (1.634, 0.586, -4.089)
C (0.484, 0.066, -3.504)
C (-2.372, 0.803, -1.251)
C (-3.396, 0.752, -0.294)
C (-4.377, 1.744, -0.298)
C (-4.350, 2.778, -1.235)
C (-3.346, 2.791, -2.202)
C (-2.352, 1.818, -2.222)
C (-0.577, -1.008, 0.286)
C (-1.294, -2.091, 0.934)
O (-1.143, -2.477, 2.106)
C (-1.002, -2.919, -2.666)
C (-1.485, -3.894, -3.536)
H (-3.109, -4.536, -4.799)
H (-4.465, -2.490, -4.361)
H (-3.654, -0.748, -2.844)
H (1.230, 0.785, -0.241)
H (3.285, 1.610, -1.310)
H (3.555, 1.528, -3.782)
H (1.727, 0.549, -5.169)
H (-0.289, -0.393, -4.121)
H (-3.424, -0.061, 0.432)
H (-5.173, 1.692, 0.442)
H (-5.104, 3.560, -1.209)
H (-3.333, 3.568, -2.961)
H (-1.581, 1.839, -2.993)
H (0.345, -0.642, 0.743)
H (-2.052, -2.591, 0.275)
H (-0.008, -3.014, -2.228)
H (-0.856, -4.756, -3.750)

# 2
Molecular formula: C4H10N2
Method: DFT, ωB97M-V with the def2-TZVPD basis set

- LUMO energy: 1.00 eV
- E_tot: -267.8733 Ha
- Orbital gap: 10.30 eV
- HOMO energy: -9.303 eV
- Largest force on an atom: 1.81 eV/A
- SMILES: [H]/N=C\NCCC
- Energy relative to the best compared isomer or geometry (same formula, charge and spin): 32.6 kcal per mole

Geometry (Å):
H (-2.563, 0.657, -0.950)
N (-2.274, -0.327, -0.979)
C (-1.287, -0.452, -0.191)
N (-0.847, 0.436, 0.793)
C (0.532, 1.072, 0.592)
C (1.423, 0.349, -0.411)
C (1.908, -1.060, 0.039)
H (-0.710, -1.379, -0.324)
H (-0.955, 0.038, 1.714)
H (0.291, 2.091, 0.266)
H (0.968, 1.167, 1.588)
H (2.272, 1.015, -0.627)
H (0.924, 0.360, -1.389)
H (1.200, -1.828, 0.315)
H (2.388, -0.844, 1.001)
H (2.640, -1.429, -0.676)